Entry 1:
This record from OMol25 describes a structure of composition C22H31HgN3Si in a non-equilibrium geometry. The level of theory is wB97M-V/def2-TZVPD.

Max |F| (eV/A): 3.1
HOMO (spin up / spin down) (eV): -5.81 / -5.70

ORCA input file:
```
! wB97M-V def2-TZVPD RIJCOSX def2/J DEFGRID3
* xyz 0 1
C -2.891 -0.934 -0.379
C -3.905 0.807 -2.467
H -3.053 -1.789 -1.070
H -3.951 -0.553 -0.341
H -2.327 -1.281 0.480
H -3.586 0.930 -3.489
H -4.238 -0.234 -2.232
H -4.376 1.598 -1.921
C -0.438 -2.704 -1.098
C 0.432 -3.798 -1.129
C 1.694 -3.647 -1.674
C 2.040 -2.371 -2.143
H -1.409 -2.811 -0.637
H 0.082 -4.727 -0.688
H 2.409 -4.467 -1.744
H 3.024 -2.181 -2.542
N -0.151 -1.509 -1.609
C 1.093 -1.325 -2.086
C 1.423 0.032 -2.566
N 0.451 0.977 -2.537
C 0.748 2.188 -2.969
C 2.997 1.595 -3.536
C 1.993 2.567 -3.475
H -0.075 2.926 -2.895
H 2.136 3.580 -3.803
C 2.723 0.319 -3.072
H 3.443 -0.470 -3.108
H 3.986 1.811 -3.948
Hg -2.071 0.680 -1.468
C -1.841 3.153 -1.298
H -1.948 3.811 -2.189
H -0.822 3.096 -0.885
H -2.584 3.498 -0.559
C -0.439 3.167 1.867
Si -0.289 1.599 2.877
C 1.063 1.826 4.163
C -1.934 1.194 3.686
N 0.122 0.309 1.841
C 0.631 -0.892 1.812
C 1.950 -1.136 1.288
C 2.558 -2.368 1.445
C 1.855 -3.430 2.021
C 0.530 -3.271 2.425
C -0.100 -2.043 2.295
H -0.298 4.045 2.514
H -1.421 3.253 1.386
H 0.324 3.199 1.078
H 0.756 2.551 4.929
H 1.294 0.875 4.662
H 1.990 2.189 3.698
H -2.752 1.210 2.953
H -1.911 0.195 4.142
H -2.163 1.926 4.474
H 2.458 -0.284 0.817
H 3.589 -2.499 1.107
H 2.346 -4.398 2.140
H -0.029 -4.106 2.851
H -1.135 -1.876 2.604
*
```

---

Entry 2:
This record from OMol25 describes a structure of composition C22H31IrN2O7P2SeSi in a non-equilibrium geometry. The level of theory is wB97M-V/def2-TZVPD.

Max |F| (eV/A): 1.9
HOMO (eV): -7.51

ORCA input file:
```
! wB97M-V def2-TZVPD RIJCOSX def2/J DEFGRID3
* xyz 0 1
Ir 0.549 1.094 -0.159
C 3.952 4.627 0.389
C 3.272 3.687 -0.595
O 3.660 3.938 -1.956
P 3.814 1.966 -0.302
O 5.260 1.900 -0.952
O 4.094 1.831 1.245
O 2.901 0.920 -0.843
P 1.433 3.698 -0.438
O 1.125 5.258 -0.590
O 1.017 3.151 0.902
O 0.864 2.932 -1.610
H 5.028 4.455 0.418
H 3.546 4.459 1.387
H 3.762 5.656 0.089
H 2.872 3.853 -2.513
H 5.284 2.399 -1.785
H 3.887 0.955 1.601
H 0.501 5.553 0.089
C -1.346 0.889 -0.937
Si -2.036 -0.646 -0.207
C -0.697 -1.819 -0.780
N 0.652 -1.183 -0.660
C 1.499 -1.773 0.437
C 2.699 -2.555 -0.094
C 2.282 -3.464 -1.245
C 1.719 -2.634 -2.412
C 1.363 -1.213 -1.968
C -2.145 -0.659 1.654
C -2.056 -1.853 2.368
C -2.139 -1.867 3.755
C -2.317 -0.679 4.449
C -2.400 0.522 3.756
C -2.316 0.528 2.373
C -3.701 -1.207 -0.852
C -3.877 -1.548 -2.198
C -5.125 -1.887 -2.699
C -6.231 -1.885 -1.859
C -6.081 -1.543 -0.523
C -4.828 -1.207 -0.026
H -1.964 1.775 -0.773
H -1.147 0.800 -2.011
H -0.884 -2.034 -1.836
H -0.740 -2.774 -0.252
H 0.868 -2.427 1.039
H 1.842 -0.988 1.092
H 3.101 -3.148 0.730
H 3.485 -1.870 -0.419
H 1.521 -4.157 -0.877
H 3.127 -4.065 -1.580
H 0.843 -3.135 -2.826
H 2.450 -2.547 -3.217
H 0.725 -0.734 -2.712
H 2.257 -0.617 -1.872
H -1.924 -2.792 1.839
H -2.075 -2.805 4.292
H -2.393 -0.688 5.529
H -2.515 1.453 4.296
H -2.354 1.473 1.840
H -3.024 -1.544 -2.870
H -5.237 -2.151 -3.743
H -7.207 -2.146 -2.248
H -6.942 -1.539 0.135
H -4.721 -0.941 1.020
Se 1.670 1.516 4.243
C 0.966 0.927 2.742
N 0.533 0.509 1.732
*
```

---

Entry 3:
This record from OMol25 describes a structure of composition C22H31N3O2 in a non-equilibrium geometry. The level of theory is wB97M-V/def2-TZVPD.

Max |F| (eV/A): 17.6
HOMO (eV): -8.43

ORCA input file:
```
! wB97M-V def2-TZVPD RIJCOSX def2/J DEFGRID3
* xyz 0 1
C 4.788 3.919 0.490
C 3.884 3.399 1.619
H 4.433 2.700 2.391
H 3.615 4.318 2.160
O 2.926 2.708 1.048
C 2.968 1.580 0.941
O 3.960 1.087 1.072
C 1.729 0.806 0.460
C 0.509 1.447 1.159
C 0.385 1.104 2.562
N 0.462 -0.308 3.080
C 1.680 -0.986 2.281
C 1.710 -0.669 0.477
H 2.485 -1.064 0.343
H 0.851 -1.132 0.128
H 1.472 -1.866 2.322
H 2.454 -0.525 2.483
C -0.811 -0.910 2.876
C -1.691 -1.223 1.716
C -1.703 -1.988 0.769
N -2.518 -1.817 -0.194
N -3.215 -0.461 0.261
C -2.673 -0.179 1.339
H -3.003 0.881 1.765
C -2.926 -2.809 -1.189
C -3.519 -4.022 -0.852
H -3.781 -4.507 -1.871
H -4.299 -3.972 0.019
H -2.618 -4.348 -0.385
C -4.258 -1.823 -2.063
H -4.469 -2.499 -2.825
H -4.952 -1.898 -1.390
H -3.958 -0.871 -2.260
H -2.136 -2.631 -2.130
H -1.023 -2.937 0.561
H -0.673 -2.074 3.426
H -1.332 -0.679 3.658
H -0.652 1.730 3.148
H 1.273 1.583 3.154
H 0.437 2.692 1.206
H -0.625 1.222 0.568
C 1.663 1.507 -0.920
C 0.675 0.744 -1.893
C -0.555 1.403 -2.174
C -1.478 0.763 -2.780
C -1.490 -0.500 -3.618
C -0.261 -1.080 -3.454
C 0.696 -0.562 -2.698
H 1.757 -1.209 -2.336
H 0.044 -1.950 -3.725
H -2.148 -0.899 -4.124
H -2.521 1.247 -2.963
H -0.867 2.074 -1.585
H 2.573 0.986 -1.534
H 1.518 2.399 -1.228
H 4.138 4.604 -0.105
H 5.307 2.961 -0.075
H 5.761 4.534 0.886
*
```